Formula: C5H7ClFN
Source: the Open Molecules 2025 dataset
Level of theory: the ωB97M-V functional and the def2-TZVPD basis

Values from the calculation:
Net charge: 0
Energy above the lowest of the compared OMol25 structures with the same formula, charge and spin, eV: 1.553
LUMO, eV: 0.92
Structure (SMILES): C=C(CN)/C(Cl)=C\F

Structure (XYZ):
```
15
Properties=species:S:1:pos:R:3:lowdin_charge:R:1
C -1.86 -0.50 -0.29 -0.313
C -0.37 -0.79 -0.41 -0.300
C -0.04 -2.03 -0.68 0.070
C 0.58 0.32 -0.11 -0.611
C 1.78 0.20 0.39 -0.196
H -2.13 -1.04 1.60 0.067
H -3.14 0.08 1.11 0.070
H -2.42 -1.34 -0.72 0.110
H -2.11 0.35 -0.86 0.076
H -0.77 -2.73 -1.02 0.058
H 0.99 -2.35 -0.43 0.079
H 2.36 1.05 0.75 0.118
N -2.18 -0.20 1.06 0.022
F 2.44 -0.96 0.42 0.033
Cl 0.01 1.94 -0.30 0.717
```

---

Formula: C14H28ClO32S7Ti
Source: the Open Molecules 2025 dataset
Level of theory: the ωB97M-V functional and the def2-TZVPD basis

Values from the calculation:
Net charge: 0
Expectation value of S²: 3.75
LUMO (alpha / beta), eV: -1.97 / -1.83
Multiplicity: 4

Structure (XYZ):
```
83
Properties=species:S:1:pos:R:3:lowdin_charge:R:1
Ti -3.48 3.39 -1.52 0.876
Cl -1.32 1.42 -0.72 0.613
O -1.70 2.18 0.46 -0.376
O -0.91 2.37 -1.70 -0.355
O -0.22 0.51 -0.49 -0.318
O -2.46 0.62 -1.18 -0.372
C 2.10 -1.68 1.13 -0.189
C 3.19 -2.77 1.14 -0.174
O 3.02 -3.39 2.40 -0.173
S 2.73 -2.22 3.47 0.681
O 3.83 -1.32 3.64 -0.226
O 2.07 -2.69 4.67 -0.218
O 1.62 -1.53 2.46 -0.213
H 1.31 -1.88 0.41 0.109
H 2.53 -0.72 0.86 0.112
H 4.18 -2.34 0.98 0.131
H 2.98 -3.48 0.35 0.118
C 2.43 4.97 0.45 -0.150
C 2.29 3.44 0.40 -0.171
O 3.36 3.05 -0.45 -0.202
S 3.46 4.10 -1.70 0.666
O 2.39 3.88 -2.63 -0.230
O 4.83 4.19 -2.12 -0.211
O 3.14 5.35 -0.72 -0.189
H 3.01 5.34 1.29 0.138
H 1.39 5.33 0.45 0.131
H 1.32 3.13 0.00 0.109
H 2.36 3.05 1.41 0.117
C -3.54 -0.94 1.87 -0.177
C -3.62 0.19 2.90 -0.201
O -2.98 -0.25 4.06 -0.208
S -2.59 -1.87 4.02 0.717
O -3.01 -2.55 5.20 -0.189
O -1.19 -1.92 3.66 -0.224
O -3.58 -2.08 2.71 -0.195
H -2.62 -0.95 1.29 0.104
H -4.40 -0.89 1.21 0.138
H -4.66 0.46 3.10 0.133
H -3.14 1.09 2.52 0.106
C 0.61 1.72 2.98 -0.207
C -0.43 1.50 4.09 -0.151
O 0.05 2.40 5.08 -0.174
S 1.67 2.48 5.12 0.676
O 2.21 1.49 6.02 -0.217
O 2.07 3.85 5.30 -0.231
O 1.87 1.99 3.58 -0.188
H 0.28 2.55 2.35 0.106
H 0.62 0.90 2.26 0.118
H -0.56 0.44 4.28 0.114
H -1.38 1.87 3.71 0.117
C -2.90 -0.41 -4.72 -0.164
C -4.39 -0.10 -4.62 -0.141
O -4.37 1.29 -4.28 -0.231
S -3.20 2.06 -5.09 0.675
O -2.67 3.04 -4.16 -0.293
O -3.62 2.35 -6.42 -0.189
O -2.18 0.76 -5.11 -0.172
H -2.77 -1.20 -5.46 0.137
H -2.50 -0.75 -3.76 0.120
H -4.79 -0.57 -3.73 0.136
H -5.03 -0.31 -5.47 0.136
C -1.28 -3.72 -1.80 -0.151
C -1.50 -2.95 -0.48 -0.157
O -0.58 -3.55 0.41 -0.215
S -0.38 -5.13 0.11 0.648
O -1.42 -5.89 0.72 -0.215
O 0.99 -5.45 0.36 -0.204
O -0.64 -4.96 -1.48 -0.187
H -0.69 -3.18 -2.53 0.116
H -2.22 -3.98 -2.29 0.125
H -2.47 -3.19 -0.03 0.127
H -1.33 -1.88 -0.51 0.102
C 2.10 0.29 -3.22 -0.159
C 2.95 0.26 -1.89 -0.145
O 3.24 -1.11 -1.66 -0.207
S 2.82 -2.07 -2.90 0.673
O 2.22 -3.29 -2.45 -0.217
O 3.77 -2.08 -3.99 -0.212
O 1.63 -1.03 -3.32 -0.212
H 2.69 0.61 -4.08 0.131
H 1.21 0.91 -3.09 0.117
H 2.32 0.64 -1.09 0.096
H 3.87 0.84 -1.99 0.128
```

---

Formula: C5H6O2
Source: the Open Molecules 2025 dataset
Level of theory: the ωB97M-V functional and the def2-TZVPD basis

Values from the calculation:
Net charge: 0
Energy above the lowest of the compared OMol25 structures with the same formula, charge and spin, eV: 2.315
LUMO, eV: -0.34

Structure (XYZ):
```
13
Properties=species:S:1:pos:R:3:lowdin_charge:R:1
C -1.79 -0.13 -0.34 -0.049
C -0.64 0.23 0.57 -0.064
O 0.52 -1.43 0.68 0.010
C 1.69 -1.05 0.17 -0.558
O 2.70 -1.71 -0.03 0.071
C 1.64 0.40 -0.19 0.025
C 0.46 0.97 0.03 -0.109
H -1.93 -1.18 -0.11 0.090
H -2.75 0.39 -0.16 0.095
H -1.53 -0.02 -1.40 0.094
H -0.99 0.66 1.54 0.150
H 2.50 0.89 -0.63 0.117
H 0.09 1.97 -0.14 0.128
```

---

Formula: C3H8NS3
Source: the Open Molecules 2025 dataset
Level of theory: the ωB97M-V functional and the def2-TZVPD basis

Values from the calculation:
Net charge: +1
Energy above the lowest of the compared OMol25 structures with the same formula, charge and spin, eV: 2.779
LUMO, eV: -4.95
Structure (SMILES): S[N+]1(S)CCSC1

Structure (XYZ):
```
15
Properties=species:S:1:pos:R:3:lowdin_charge:R:1
C 0.06 -0.49 -0.99 -0.310
C 1.59 -0.61 -0.61 -0.426
C 0.23 0.17 1.33 -0.490
N -0.68 0.12 0.09 -0.857
S 1.88 0.61 0.69 0.925
S -1.43 1.77 -0.25 0.848
S -2.11 -0.95 0.57 0.902
H -0.20 0.01 -1.97 0.144
H -0.53 -1.36 -1.32 0.106
H 2.05 -1.67 -0.45 0.134
H 2.26 -0.29 -1.40 0.065
H -0.12 0.85 2.09 0.092
H 0.27 -0.85 1.64 0.066
H -0.42 2.65 -0.50 -0.087
H -2.84 0.04 1.09 -0.114
```

---

Formula: C24H72N12O4P4
Source: the Open Molecules 2025 dataset
Level of theory: the ωB97M-V functional and the def2-TZVPD basis

Values from the calculation:
Net charge: 0
Energy above the lowest of the compared OMol25 structures with the same formula, charge and spin, eV: 21.891
LUMO, eV: 0.56
Structure (SMILES): CN(C)P(=O)(N(C)C)N(C)C.CN(C)P(=O)(N(C)C)N(C)C.CN(C)P(=O)(N(C)C)N(C)C.CN(C)P(=O)(N(C)C)N(C)C

Structure (XYZ):
```
116
Properties=species:S:1:pos:R:3:lowdin_charge:R:1
O 0.90 -2.23 1.91 -0.303
P 0.43 -1.21 0.92 0.662
N 0.26 0.37 1.66 -0.227
C 1.29 0.81 2.64 -0.118
C -0.34 1.61 0.98 -0.133
N -1.01 -1.77 0.20 -0.200
C -2.40 -1.58 0.68 -0.111
C -0.98 -2.85 -0.84 -0.114
N 1.46 -0.91 -0.43 -0.338
C 2.75 -1.54 -0.54 -0.148
C 1.20 -0.03 -1.58 -0.124
H 1.11 1.54 3.43 0.080
H 2.04 1.43 2.16 0.060
H 1.79 -0.07 3.06 0.077
H -1.22 1.31 0.41 0.026
H 0.45 2.13 0.43 -0.023
H -0.62 2.25 1.82 0.104
H -2.59 -0.58 1.06 0.097
H -3.14 -1.94 -0.05 0.011
H -2.62 -2.23 1.53 -0.048
H -1.54 -3.74 -0.53 -0.004
H -1.50 -2.44 -1.71 0.097
H -0.03 -3.21 -1.23 0.104
H 3.20 -1.80 0.42 0.108
H 2.70 -2.30 -1.32 0.097
H 3.36 -0.75 -0.98 0.021
H 0.14 0.21 -1.46 0.066
H 1.31 -0.51 -2.55 0.114
H 1.83 0.86 -1.51 0.010
O -3.65 -2.56 2.38 -0.265
P -3.74 -3.87 1.74 0.550
N -4.72 -5.08 2.50 -0.293
C -5.07 -6.39 1.91 -0.102
C -5.35 -4.88 3.82 -0.119
N -2.27 -4.58 1.66 -0.264
C -1.09 -4.13 2.48 -0.073
C -1.89 -5.89 0.92 -0.064
N -4.16 -3.90 0.12 -0.246
C -5.55 -3.67 -0.22 -0.120
C -3.20 -3.43 -1.01 -0.101
H -6.06 -6.17 1.50 0.066
H -5.19 -7.13 2.69 0.079
H -4.52 -6.75 1.04 0.061
H -4.86 -4.02 4.29 0.069
H -5.07 -5.69 4.50 0.077
H -6.41 -4.67 3.87 0.077
H -0.35 -3.79 1.76 0.041
H -1.45 -3.33 3.13 0.085
H -0.70 -4.94 3.10 0.082
H -0.90 -5.81 0.47 0.080
H -1.78 -6.64 1.70 0.071
H -2.63 -6.40 0.30 0.059
H -5.65 -4.04 -1.24 0.076
H -6.24 -4.03 0.54 0.074
H -5.82 -2.62 -0.37 0.080
H -2.23 -3.93 -0.99 -0.002
H -3.16 -2.35 -0.87 0.025
H -3.72 -3.71 -1.92 0.105
O -1.66 4.97 -2.48 -0.287
P -1.84 3.66 -1.82 0.612
N -2.93 3.57 -0.45 -0.292
C -3.23 2.42 0.41 -0.135
C -3.75 4.76 -0.09 -0.100
N -0.39 3.05 -1.10 -0.256
C 0.24 3.70 0.08 -0.127
C 0.65 2.54 -2.06 -0.091
N -2.50 2.45 -2.76 -0.316
C -2.56 1.10 -2.29 -0.131
C -3.53 2.79 -3.77 -0.092
H -2.38 1.77 0.60 0.012
H -4.12 2.01 -0.06 0.080
H -3.66 2.70 1.36 0.084
H -3.10 5.56 -0.45 0.062
H -3.99 4.82 0.97 0.076
H -4.63 4.74 -0.74 0.072
H 0.95 2.97 0.47 0.038
H 0.72 4.67 -0.06 0.108
H -0.40 3.68 0.96 0.083
H 1.55 2.19 -1.56 0.031
H 0.28 1.83 -2.80 0.086
H 1.10 3.43 -2.50 0.096
H -3.59 0.92 -2.01 0.081
H -2.42 0.49 -3.18 0.086
H -1.77 0.89 -1.57 0.052
H -3.54 2.18 -4.68 0.077
H -3.25 3.78 -4.12 0.074
H -4.56 2.73 -3.42 0.080
O 3.59 3.75 -0.45 -0.294
P 4.80 2.89 -0.37 0.632
N 5.67 2.64 -1.82 -0.349
C 5.37 1.65 -2.83 -0.091
C 6.53 3.73 -2.23 -0.122
N 4.39 1.25 0.22 -0.220
C 5.44 0.34 0.69 -0.118
C 2.96 0.70 -0.14 -0.194
N 5.92 3.36 0.85 -0.292
C 7.35 2.86 0.82 -0.109
C 5.46 4.22 1.94 -0.106
H 6.15 1.66 -3.59 0.085
H 4.49 2.02 -3.36 0.083
H 5.19 0.68 -2.37 0.076
H 6.20 4.06 -3.21 0.085
H 7.51 3.25 -2.24 0.082
H 6.46 4.58 -1.54 0.084
H 5.28 -0.63 0.22 0.070
H 6.38 0.67 0.25 0.050
H 5.38 0.33 1.78 0.086
H 3.06 0.18 -1.09 0.019
H 2.43 0.03 0.53 0.053
H 2.28 1.54 -0.26 0.052
H 8.13 3.62 0.74 0.077
H 7.55 2.15 1.62 0.076
H 7.51 2.34 -0.12 0.046
H 5.87 5.23 1.86 0.076
H 5.79 3.77 2.88 0.078
H 4.37 4.28 1.91 0.069
```

---

Formula: C6H12MoN2PS
Source: the Open Molecules 2025 dataset
Level of theory: the ωB97M-V functional and the def2-TZVPD basis

Values from the calculation:
Net charge: +1
Expectation value of S²: 2.01
LUMO (alpha / beta), eV: -3.47 / -3.77
Multiplicity: 3

Structure (XYZ):
```
23
Properties=species:S:1:pos:R:3:lowdin_charge:R:1
C 0.37 0.12 -2.87 -0.242
C -0.85 -0.65 -2.88 -0.180
C -0.65 -1.82 -2.07 -0.175
C 0.71 -1.84 -1.61 -0.234
C 1.35 -0.64 -2.10 -0.239
Mo -0.20 0.03 -0.73 0.742
P -0.57 2.39 -0.48 0.593
H 0.57 1.00 -3.45 0.111
H -1.75 -0.38 -3.40 0.106
H -1.42 -2.55 -1.83 0.115
H 2.41 -0.39 -2.01 0.119
H 1.18 -2.64 -1.06 0.105
H -1.58 2.77 0.47 -0.103
H -1.06 3.14 -1.62 -0.087
H 0.50 3.24 -0.07 -0.101
N -0.02 -1.29 3.70 0.127
C 0.27 -0.32 2.81 -0.833
N 0.02 0.94 3.17 0.102
S 1.02 -0.63 1.28 0.611
H -0.32 -1.07 4.66 0.135
H 0.09 -2.26 3.49 0.112
H 0.20 1.68 2.48 0.088
H -0.26 1.18 4.11 0.128
```

---

Formula: C7H14N2
Source: the Open Molecules 2025 dataset
Level of theory: the ωB97M-V functional and the def2-TZVPD basis

Values from the calculation:
Net charge: 0
Energy above the lowest of the compared OMol25 structures with the same formula, charge and spin, eV: 2.892
LUMO, eV: 1.04
Structure (SMILES): CC/C=N\N1CC[C@@H]1C

Structure (XYZ):
```
23
Properties=species:S:1:pos:R:3:lowdin_charge:R:1
C -3.43 0.06 -0.40 -0.115
C -1.88 0.11 -0.27 -0.261
C -1.33 -0.90 0.67 -0.177
C 2.13 -1.27 -0.07 -0.170
C 2.56 0.04 -0.72 -0.149
C 1.18 0.57 -0.38 -0.366
C 1.24 1.26 1.01 -0.069
H -3.78 -0.95 -0.52 0.060
H -3.89 0.49 0.54 0.089
H -3.86 0.63 -1.24 0.067
H -1.44 -0.18 -1.28 0.122
H -1.45 1.14 -0.18 0.106
H -2.03 -1.35 1.36 0.100
H 2.52 -1.36 0.97 0.124
H 2.34 -2.12 -0.70 0.101
H 2.80 -0.13 -1.76 0.101
H 3.38 0.67 -0.24 0.124
H 0.55 1.11 -1.16 0.133
H 0.27 1.08 1.65 0.088
H 1.26 2.44 0.76 0.118
H 2.19 0.84 1.49 0.085
N -0.10 -1.32 0.70 0.052
N 0.77 -0.84 -0.24 -0.164
```

---

Formula: C5H12NO
Source: the Open Molecules 2025 dataset
Level of theory: the ωB97M-V functional and the def2-TZVPD basis

Values from the calculation:
Net charge: +1
Energy above the lowest of the compared OMol25 structures with the same formula, charge and spin, eV: 1.056
LUMO, eV: -4.72

Structure (XYZ):
```
19
Properties=species:S:1:pos:R:3:lowdin_charge:R:1
C 1.99 -2.29 0.57 -0.099
C 1.07 -2.02 -0.63 -0.212
C 0.48 -0.64 -0.59 -0.056
C 0.27 0.07 0.50 -0.064
N -0.34 1.39 0.31 0.052
C 0.20 2.51 0.55 0.196
H 2.42 -3.29 0.46 0.081
H 1.48 -2.33 1.53 0.073
H 2.82 -1.58 0.57 0.082
H 0.26 -2.75 -0.58 0.125
H 1.65 -2.12 -1.52 0.107
H 0.22 -0.18 -1.53 0.127
H 0.46 -0.23 1.52 0.127
H -1.21 1.32 -0.23 0.099
H 1.13 2.52 1.09 0.127
H -0.30 3.41 0.23 0.126
H -3.14 0.26 -0.18 0.065
H -3.76 1.52 -0.90 0.069
O -2.95 1.05 -0.69 -0.026
```

---

Formula: C17H15N5O3Rh
Source: the Open Molecules 2025 dataset
Level of theory: the ωB97M-V functional and the def2-TZVPD basis

Values from the calculation:
Net charge: +1
Energy above the lowest of the compared OMol25 structures with the same formula, charge and spin, eV: 0.282
LUMO, eV: -3.90

Structure (XYZ):
```
41
Properties=species:S:1:pos:R:3:lowdin_charge:R:1
Rh -0.30 -0.36 1.48 1.245
O 2.76 1.04 -0.66 0.117
C 1.75 0.86 -0.02 -0.451
N 1.47 -0.27 0.70 -0.065
C 1.92 -1.53 0.15 -0.113
C 0.71 -2.31 -0.32 -0.217
C 0.78 -3.49 -1.02 0.010
C -0.39 -4.11 -1.42 -0.021
C -1.61 -3.53 -1.10 -0.032
C -1.61 -2.36 -0.38 -0.087
N -0.47 -1.76 0.00 -0.031
C 0.60 1.83 -0.04 -0.165
C 0.68 3.10 -0.57 0.043
C -0.48 3.86 -0.62 -0.004
C -1.67 3.31 -0.17 -0.017
C -1.67 2.02 0.34 -0.083
N -0.56 1.30 0.39 -0.029
H 2.50 -2.12 0.86 0.137
H 2.58 -1.32 -0.70 0.135
H 1.75 -3.92 -1.26 0.131
H -0.35 -5.04 -1.98 0.123
H -2.54 -3.98 -1.40 0.118
H -2.53 -1.87 -0.09 0.120
H 1.64 3.46 -0.91 0.137
H -0.46 4.86 -1.01 0.125
H -2.59 3.87 -0.20 0.121
H -2.58 1.56 0.72 0.124
C 0.46 -1.93 5.90 0.016
N 0.29 -0.64 5.23 -0.038
C 0.44 0.57 5.89 -0.018
C 0.35 1.75 5.26 0.039
C 0.08 1.82 3.82 -0.468
O 0.02 2.83 3.16 0.074
N -0.09 0.56 3.25 0.043
C 0.05 -0.59 3.91 -0.507
O -0.06 -1.64 3.17 -0.072
H 0.40 -1.77 6.97 0.097
H 1.43 -2.37 5.65 0.105
H -0.33 -2.61 5.58 0.100
H 0.64 0.49 6.95 0.135
H 0.48 2.68 5.81 0.123
```

---

Formula: C3H9N4
Source: the Open Molecules 2025 dataset
Level of theory: the ωB97M-V functional and the def2-TZVPD basis

Values from the calculation:
Net charge: +1
Energy above the lowest of the compared OMol25 structures with the same formula, charge and spin, eV: 2.400
LUMO, eV: -3.94
Structure (SMILES): [H]/N=N/CCC(N)=[NH2+]

Structure (XYZ):
```
16
Properties=species:S:1:pos:R:3:lowdin_charge:R:1
C 0.18 0.38 0.91 -0.311
C 0.45 0.99 -0.44 -0.080
C -0.26 0.24 -1.50 -0.183
N -0.34 -0.82 1.05 0.205
N 0.37 1.10 2.05 0.192
N -0.27 -2.05 -1.23 0.074
N 0.29 -1.10 -1.77 0.024
H 0.23 1.96 -0.46 0.094
H 1.47 0.94 -0.46 0.125
H -1.37 0.41 -1.26 0.168
H -0.20 0.76 -2.37 0.089
H 0.45 2.11 1.97 0.143
H -0.05 0.70 2.88 0.134
H -0.53 -1.37 0.12 0.062
H 0.09 -2.99 -1.43 0.119
H -0.51 -1.26 1.95 0.146
```

---

Formula: C11H18ClN3O4Pd
Source: the Open Molecules 2025 dataset
Level of theory: the ωB97M-V functional and the def2-TZVPD basis

Values from the calculation:
Net charge: 0
Expectation value of S²: 2.01
LUMO (alpha / beta), eV: 0.35 / -0.93
Multiplicity: 3

Structure (XYZ):
```
38
Properties=species:S:1:pos:R:3:lowdin_charge:R:1
Pd -0.07 0.09 0.08 1.062
N 0.02 -0.18 2.31 -0.046
C 0.54 1.04 2.95 -0.229
C -0.05 2.30 2.31 -0.112
C 0.83 2.76 1.15 -0.663
O 1.43 3.82 1.20 0.037
O 0.95 1.92 0.16 -0.152
H -0.97 -0.29 2.51 0.088
H 0.50 -1.00 2.66 0.092
H 1.62 1.03 2.81 0.115
H 0.35 1.03 4.03 0.113
H -0.11 3.11 3.03 0.116
H -1.06 2.08 1.94 0.099
N 1.90 -0.73 -0.33 0.097
C 3.02 -0.45 -0.34 -0.235
N 4.25 -0.02 -0.37 -0.090
C 5.30 -0.69 -1.16 -0.133
C 6.29 0.37 -1.66 -0.180
C 5.55 1.66 -2.00 -0.186
C 4.95 2.30 -0.74 -0.152
C 4.59 1.24 0.30 -0.119
H 4.81 -1.18 -2.00 0.128
H 5.79 -1.45 -0.55 0.121
H 6.81 -0.04 -2.53 0.113
H 7.05 0.56 -0.90 0.114
H 4.76 1.43 -2.71 0.117
H 6.22 2.36 -2.50 0.110
H 4.06 2.88 -1.01 0.116
H 5.66 3.00 -0.29 0.114
H 3.73 1.55 0.90 0.116
H 5.42 1.05 0.98 0.124
Cl -4.27 0.35 -2.93 0.574
C -3.79 1.00 -1.35 -0.504
C -2.40 0.57 -0.91 -0.737
O -1.50 0.31 -1.73 -0.067
O -2.20 0.55 0.35 -0.122
H -4.51 0.69 -0.61 0.076
H -3.79 2.08 -1.42 0.087
```

---

Formula: C3H4BaO3
Source: the Open Molecules 2025 dataset
Level of theory: the ωB97M-V functional and the def2-TZVPD basis

Values from the calculation:
Net charge: +2
Energy above the lowest of the compared OMol25 structures with the same formula, charge and spin, eV: 0.000
LUMO, eV: -8.57

Structure (XYZ):
```
11
Properties=species:S:1:pos:R:3:lowdin_charge:R:1
C -0.25 -1.70 0.46 -0.219
C -1.25 -1.17 -0.24 0.073
O 1.09 -1.50 0.10 -0.331
H -0.37 -2.33 1.33 0.138
H -1.11 -0.55 -1.12 0.076
H -2.26 -1.50 -0.02 0.097
H 1.62 -2.27 0.32 0.114
O -0.87 4.21 -0.06 0.342
C 0.02 3.50 -0.14 -0.348
O 0.90 2.74 -0.23 -0.069
Ba 2.47 0.59 -0.40 2.126
```

---

Among the records above, which one has the highest net charge? C3H4BaO3

---

Which of these has the highest net charge? C3H4BaO3